# 1
ORCA calculation (ωB97M-V with the def2-TZVPD basis set) on a structure of composition C7H5HgNO4.

Output
* net charge: +2
* max |F|: 9.1 eV/A
* LUMO level: -9.58 eV
* DFT total energy: -778.07243 hartree

Atoms and positions in Å:
O  0.009  -3.100  -2.039
C  -0.040  -1.955  -2.047
Hg  -0.221  -0.003  -2.103
O  -2.707  0.002  -5.241
C  -1.976  -0.009  -4.371
C  1.920  0.004  -2.358
O  3.055  0.005  -2.540
C  -0.039  1.953  -2.000
O  0.010  3.099  -1.958
C  0.236  -0.563  3.519
C  -0.237  0.565  2.622
C  -0.123  0.300  1.307
N  -0.016  0.009  0.170
H  -0.356  -1.471  3.300
H  0.144  -0.344  4.600
H  1.299  -0.776  3.300
H  -1.302  0.796  2.920
H  0.344  1.488  2.920

Here are the natural (NBO) charges for atoms 1 to 5, given in e: number 1, O, carries -0.22; number 2, C, carries 0.42; number 3, Hg, carries 1.44; number 4, O, carries -0.36; number 5, C, carries 0.43

---

# 2
ORCA calculation (ωB97M-V with the def2-TZVPD basis set) on an isolated molecule of C7H5N.

Output
* relative energy (zero: lowest compared OMol25 entry of this formula, charge and spin): 4.855 eV
* max |F|: 12.6 eV/A
* LUMO level: -0.89 eV
* DFT total energy: -324.25244 hartree

Atoms and positions in Å:
C  -0.693  3.531  -1.014
C  -0.233  2.539  -0.213
C  -0.101  1.300  0.342
C  0.371  0.369  -0.512
C  0.500  -1.110  -0.150
C  -0.276  -1.791  0.789
C  0.230  -3.320  0.582
H  -1.077  4.511  -1.223
H  -0.332  1.052  1.233
H  0.826  0.508  -1.466
H  1.457  -1.582  -0.401
H  -1.224  -1.511  1.445
N  0.553  -4.497  0.589

Here are the natural (NBO) charges for atoms 1 to 5, given in e: number 1, C, carries -0.21; number 2, C, carries -0.01; number 3, C, carries -0.27; number 4, C, carries -0.15; number 5, C, carries -0.16

---

# 3
ORCA calculation (ωB97M-V with the def2-TZVPD basis set) on a cluster of 2 separate species, C7H5N2OS2 in total.

Output
* net charge: -1
* relative energy (zero: lowest compared OMol25 entry of this formula, charge and spin): 1.759 eV
* max |F|: 3.0 eV/A
* LUMO level (spin up / spin down): 3.13 / 3.13 eV
* DFT total energy: -1250.84144 hartree

Atoms and positions in Å:
C  2.433  0.766  0.714
C  1.308  1.155  -0.053
C  2.584  -0.584  1.039
C  0.419  0.177  -0.481
C  0.607  -1.200  -0.079
C  -3.488  0.402  0.741
C  -1.681  -0.937  -1.194
N  1.584  -1.527  0.729
N  -0.708  0.173  -1.298
O  -4.341  -0.382  0.602
S  -2.435  1.516  1.024
S  -0.657  -2.323  -0.701
H  3.215  1.474  1.029
H  1.190  2.283  -0.254
H  3.203  -0.780  1.873
H  -2.055  -1.216  -2.125
H  -1.177  1.002  -1.565

Here are the natural (NBO) charges for atoms 1 to 5, given in e: number 1, C, carries -0.24; number 2, C, carries -0.34; number 3, C, carries -0.10; number 4, C, carries 0.13; number 5, C, carries 0.08

---

# 4
ORCA calculation (ωB97M-V with the def2-TZVPD basis set) on a cluster of 2 separate species, C7H5O3 in total.

Output
* net charge: -1
* relative energy (zero: lowest compared OMol25 entry of this formula, charge and spin): 1.370 eV
* max |F|: 3.7 eV/A
* LUMO level: 3.82 eV
* DFT total energy: -495.44758 hartree

Atoms and positions in Å:
C  -2.065  -0.417  -0.152
C  -0.990  -1.289  -0.041
C  -1.918  0.921  0.104
C  0.204  -0.714  -0.055
C  3.235  -0.352  -0.067
C  -0.694  1.533  0.193
C  0.367  0.701  -0.257
O  3.786  -1.228  -0.692
O  3.151  0.398  0.847
O  1.562  0.848  -0.757
H  -2.986  -0.857  -0.061
H  -1.187  -2.439  0.228
H  -2.872  1.519  0.213
H  1.192  -1.335  0.027
H  -0.785  2.713  0.469

Here are the natural (NBO) charges for atoms 1 to 5, given in e: number 1, C, carries -0.37; number 2, C, carries -0.20; number 3, C, carries -0.20; number 4, C, carries -0.30; number 5, C, carries 1.05